Density functional theory data (ωB97M-V/def2-TZVPD) for a molecular structure, C38H58AuGeN2O2SSi3.

The charge is +2. The HOMO energy (alpha / beta) comes out at -13.21 / -13.50 eV. The total energy is -5221.62745 Eh. Its LUMO energy (alpha / beta) is -6.5365 / -7.3406 eV. As for the spin multiplicity: 2.

```
106
Properties=species:S:1:pos:R:3:mulliken_spin:R:1
Au -0.64 -0.96 1.19 -0.01
C -0.83 -5.33 -1.85 0.00
N -1.55 -4.12 -1.44 0.00
C -2.95 -3.96 -1.81 0.00
C -0.97 -3.25 -0.65 0.00
O -1.53 -2.21 -0.23 0.01
H -1.20 -5.64 -2.82 0.00
H -0.98 -6.14 -1.13 0.00
H 0.23 -5.10 -1.93 0.00
H -3.14 -4.55 -2.70 0.00
H -3.16 -2.91 -2.02 0.00
H -3.61 -4.30 -1.01 0.00
H 0.06 -3.50 -0.38 0.00
C 0.45 1.07 -3.27 0.00
Si -1.28 0.69 -2.71 0.00
C -1.87 -0.99 -3.27 0.00
C -2.52 1.96 -3.35 0.00
Ge -1.59 1.17 -0.36 0.00
Si -3.86 0.82 0.43 0.00
C -4.64 -0.58 -0.54 0.00
C -3.96 0.54 2.26 0.00
C -4.66 2.45 -0.01 0.00
Si -0.54 3.23 0.37 0.00
C -1.48 4.49 -0.66 0.00
C -0.92 3.48 2.18 -0.01
C 1.27 3.34 -0.11 0.00
H 0.52 0.94 -4.35 0.00
H 1.16 0.40 -2.78 0.00
H 0.74 2.10 -3.03 0.00
H -1.80 -1.01 -4.36 0.00
H -2.91 -1.12 -3.00 0.00
H -1.29 -1.82 -2.88 0.00
H -2.49 1.95 -4.44 0.00
H -2.30 2.98 -3.03 0.00
H -3.54 1.72 -3.04 0.00
H -4.10 -1.52 -0.39 0.00
H -4.67 -0.35 -1.61 0.00
H -5.67 -0.72 -0.20 0.00
H -3.58 -0.43 2.57 0.00
H -5.02 0.59 2.56 0.00
H -3.43 1.31 2.82 0.00
H -4.53 2.73 -1.06 0.00
H -4.29 3.26 0.62 0.00
H -5.74 2.37 0.17 0.00
H -2.56 4.41 -0.58 0.00
H -1.19 4.43 -1.71 0.00
H -1.20 5.48 -0.30 0.00
H -2.00 3.65 2.31 0.00
H -0.40 4.36 2.56 0.00
H -0.64 2.63 2.81 0.01
H 1.33 3.68 -1.15 0.00
H 1.84 2.42 -0.04 0.00
H 1.76 4.10 0.51 0.00
C -3.06 -1.17 5.95 0.07
C -2.55 0.12 5.88 -0.03
C -1.59 0.44 4.94 0.09
C -1.14 -0.53 4.04 -0.04
C -1.67 -1.82 4.09 0.06
C -2.61 -2.14 5.05 -0.02
N -0.20 -0.19 3.04 0.40
C 0.91 0.52 3.37 0.11
C 1.63 1.17 2.35 0.04
C 2.72 1.95 2.65 -0.07
C 3.14 2.08 3.98 0.19
C 2.47 1.39 4.99 -0.05
C 1.37 0.62 4.71 0.20
H -3.80 -1.42 6.69 0.00
H -2.90 0.88 6.56 0.00
H -1.21 1.46 4.86 0.00
H -1.32 -2.57 3.40 0.00
H -3.00 -3.14 5.11 0.00
H 1.29 1.05 1.33 0.04
H 3.24 2.47 1.86 0.00
H 4.00 2.69 4.21 0.00
H 2.83 1.45 6.01 0.00
H 0.89 0.05 5.49 0.00
O 1.44 -0.36 -0.48 0.00
S 2.78 -0.89 -0.02 0.01
C 3.98 -0.43 -1.30 0.00
C 4.25 1.05 -1.25 0.00
C 3.85 1.87 -2.29 0.00
C 4.11 3.23 -2.26 0.00
C 4.77 3.78 -1.17 0.00
C 5.17 2.96 -0.12 0.00
C 4.92 1.60 -0.16 0.00
C 2.75 -2.69 -0.28 0.00
C 2.61 -3.16 -1.70 0.00
C 1.54 -2.74 -2.50 0.00
C 1.43 -3.18 -3.81 0.00
C 2.38 -4.05 -4.33 0.00
C 3.44 -4.47 -3.55 0.00
C 3.56 -4.02 -2.24 0.00
H 3.56 -0.74 -2.26 0.00
H 4.88 -1.02 -1.09 0.00
H 3.35 1.44 -3.15 0.00
H 3.82 3.86 -3.08 0.00
H 4.99 4.84 -1.14 0.00
H 5.71 3.39 0.72 0.00
H 5.25 0.96 0.65 0.00
H 1.93 -3.00 0.37 0.00
H 3.67 -3.07 0.18 0.00
H 0.84 -2.02 -2.10 0.00
H 0.61 -2.84 -4.43 0.00
H 2.29 -4.40 -5.36 0.00
H 4.18 -5.14 -3.95 0.00
H 4.39 -4.35 -1.63 0.00
```